This record from OMol25 describes C57H62AuGe2N3OS6 as an isolated structure at a distorted geometry. The level of theory is ωB97M-V with the def2-TZVPD basis set.

Geometry (Å):
Au: -0.03 -0.37 0.21
C: -4.41 -6.14 -4.43
C: -3.59 -6.28 -3.17
C: -2.21 -6.14 -3.20
C: -1.44 -6.23 -2.04
C: 0.06 -6.13 -2.11
C: -2.09 -6.45 -0.82
C: -3.48 -6.63 -0.78
C: -4.17 -6.93 0.52
C: -4.21 -6.54 -1.96
C: -1.32 -6.55 0.46
C: -0.91 -7.80 0.89
C: -0.26 -7.97 2.10
C: -0.02 -6.87 2.90
C: -0.41 -5.59 2.50
C: -1.07 -5.43 1.27
Ge: -1.60 -3.60 0.68
S: 0.15 -2.66 -0.32
S: -2.53 -2.19 2.19
Ge: -3.59 -1.43 0.33
S: -2.23 0.05 -0.57
S: -3.32 -3.40 -0.78
C: -5.49 -0.80 0.36
C: -5.92 0.26 -0.48
C: -7.24 0.70 -0.40
C: -8.14 0.12 0.48
C: -7.73 -0.93 1.27
C: -6.42 -1.41 1.22
C: -6.17 -2.56 2.14
C: -5.78 -2.33 3.46
C: -5.43 -0.95 3.97
C: -5.74 -3.40 4.35
C: -6.09 -4.68 3.95
C: -6.09 -5.84 4.93
C: -6.48 -4.89 2.63
C: -6.52 -3.85 1.71
C: -6.95 -4.12 0.30
C: -5.08 0.96 -1.49
C: -4.94 0.42 -2.78
C: -5.55 -0.91 -3.13
C: -4.20 1.12 -3.73
C: -3.62 2.35 -3.43
C: -2.73 3.03 -4.44
C: -3.80 2.89 -2.17
C: -4.53 2.22 -1.19
C: -4.67 2.81 0.19
C: -0.15 -4.45 3.43
C: 1.07 -3.78 3.41
C: 2.23 -4.29 2.59
C: 1.25 -2.68 4.25
C: 0.26 -2.28 5.13
C: 0.46 -1.08 6.03
C: -0.92 -3.00 5.18
C: -1.15 -4.08 4.34
C: -2.45 -4.83 4.39
H: -3.81 -6.35 -5.32
H: -4.80 -5.13 -4.52
H: -5.25 -6.83 -4.42
H: -1.71 -5.95 -4.15
H: 0.40 -6.16 -3.15
H: 0.53 -6.94 -1.56
H: 0.41 -5.19 -1.67
H: -3.80 -7.86 0.96
H: -5.25 -7.03 0.37
H: -4.00 -6.13 1.25
H: -5.28 -6.66 -1.93
H: -1.11 -8.66 0.25
H: 0.06 -8.95 2.42
H: 0.49 -6.98 3.86
H: -7.56 1.50 -1.05
H: -9.16 0.48 0.53
H: -8.43 -1.40 1.96
H: -5.79 -0.17 3.30
H: -4.34 -0.85 4.05
H: -5.86 -0.79 4.96
H: -5.44 -3.22 5.38
H: -5.86 -5.50 5.94
H: -5.35 -6.58 4.64
H: -7.07 -6.33 4.94
H: -6.78 -5.88 2.32
H: -7.35 -5.13 0.21
H: -6.09 -4.04 -0.38
H: -7.70 -3.41 -0.04
H: -6.60 -0.95 -2.81
H: -5.02 -1.73 -2.63
H: -5.50 -1.09 -4.20
H: -4.07 0.69 -4.71
H: -3.09 2.87 -5.46
H: -1.72 2.63 -4.38
H: -2.68 4.11 -4.25
H: -3.35 3.84 -1.93
H: -4.16 3.77 0.25
H: -4.22 2.14 0.93
H: -5.71 2.95 0.46
H: 1.90 -4.78 1.68
H: 2.80 -5.02 3.18
H: 2.91 -3.48 2.33
H: 2.19 -2.14 4.21
H: 1.47 -0.69 5.96
H: 0.26 -1.35 7.07
H: -0.24 -0.29 5.76
H: -1.70 -2.70 5.88
H: -3.02 -4.55 5.28
H: -2.29 -5.91 4.40
H: -3.05 -4.59 3.51
O: -0.02 1.66 0.99
N: 1.21 2.18 0.93
C: 1.31 3.50 0.65
C: 2.53 4.13 0.65
C: 3.67 3.39 0.93
C: 3.56 2.03 1.16
C: 2.31 1.41 1.15
S: 2.11 -0.28 1.42
H: 0.37 3.98 0.45
H: 2.58 5.19 0.43
H: 4.65 3.86 0.96
H: 4.42 1.41 1.35
C: 1.82 0.43 -5.15
N: 2.35 -0.37 -4.08
C: 3.28 -1.47 -4.34
C: 3.46 -2.10 -2.95
N: 2.85 -1.10 -2.08
C: 2.11 -0.21 -2.77
S: 1.10 0.95 -2.10
H: 2.61 0.99 -5.65
H: 1.09 1.12 -4.74
H: 1.33 -0.22 -5.89
H: 4.22 -1.08 -4.74
H: 2.86 -2.16 -5.07
H: 4.51 -2.23 -2.70
H: 2.95 -3.06 -2.86
H: 2.61 -1.33 -1.13

Properties
- 2S+1 = 1
- frontier orbital gap (eV) = 6.429
- electronic energy (eV) = -248375.6495



This record from OMol25 describes C57H63GeN5O3SiTc as an isolated structure at a distorted geometry. The level of theory is ωB97M-V with the def2-TZVPD basis set.

Geometry (Å):
Tc: -0.39 -0.20 0.24
C: 1.57 -4.19 -1.06
O: 2.02 -4.53 0.26
C: 1.57 -3.97 1.39
C: 1.84 -4.70 2.54
C: 1.49 -4.23 3.78
C: 0.84 -3.01 3.90
C: 0.52 -2.25 2.78
C: -0.29 -1.05 3.11
N: -0.84 -0.28 2.28
N: -1.69 0.72 2.78
C: -2.15 1.40 1.77
O: -1.81 1.21 0.50
C: -3.15 2.46 2.01
C: -3.85 2.99 0.93
C: -4.79 4.00 1.13
C: -5.01 4.48 2.42
C: -4.32 3.95 3.50
C: -3.39 2.94 3.30
C: 0.93 -2.74 1.52
O: 0.76 -2.01 0.30
H: 1.90 -5.00 -1.69
H: 2.03 -3.26 -1.40
H: 0.49 -4.10 -1.11
H: 2.35 -5.65 2.41
H: 1.72 -4.81 4.67
H: 0.54 -2.64 4.87
H: -0.47 -0.86 4.17
H: -3.67 2.60 -0.07
H: -5.34 4.40 0.29
H: -5.74 5.27 2.58
H: -4.50 4.32 4.50
H: -2.84 2.51 4.13
C: -0.33 0.09 -1.93
Si: -1.90 -0.52 -2.63
C: -2.13 -2.02 -1.51
N: -2.20 -1.68 -0.04
C: -2.08 -2.92 0.79
C: -3.41 -3.66 0.93
C: -4.36 -2.83 1.81
C: -4.09 -1.33 1.61
C: -3.56 -1.06 0.21
C: -3.24 0.79 -2.57
C: -4.61 0.48 -2.59
C: -5.57 1.48 -2.63
C: -5.19 2.82 -2.67
C: -3.84 3.14 -2.67
C: -2.87 2.14 -2.62
C: -1.85 -1.22 -4.35
C: -2.65 -0.72 -5.39
C: -2.61 -1.28 -6.67
C: -1.76 -2.35 -6.93
C: -0.96 -2.86 -5.92
C: -1.00 -2.30 -4.65
H: -0.10 1.12 -2.24
H: 0.47 -0.54 -2.36
H: -1.21 -2.58 -1.67
H: -2.96 -2.67 -1.80
H: -1.73 -2.66 1.78
H: -1.33 -3.55 0.32
H: -3.23 -4.64 1.35
H: -3.84 -3.82 -0.06
H: -4.20 -3.10 2.86
H: -5.39 -3.07 1.58
H: -3.39 -0.96 2.36
H: -5.00 -0.75 1.74
H: -3.52 0.00 -0.01
H: -4.26 -1.50 -0.51
H: -4.93 -0.56 -2.58
H: -6.63 1.21 -2.64
H: -5.94 3.60 -2.71
H: -3.53 4.18 -2.72
H: -1.82 2.41 -2.62
H: -3.32 0.12 -5.20
H: -3.24 -0.88 -7.45
H: -1.73 -2.78 -7.92
H: -0.30 -3.70 -6.12
H: -0.35 -2.72 -3.87
C: 2.42 4.08 0.80
C: 1.02 3.83 1.36
C: 0.91 4.37 2.78
C: -0.04 4.49 0.47
N: 0.84 2.35 1.50
N: 0.66 1.69 0.25
H: 2.61 5.15 0.71
H: 2.53 3.65 -0.21
H: 3.18 3.63 1.46
H: 1.13 5.44 2.79
H: 1.63 3.85 3.43
H: -0.10 4.22 3.17
H: -0.05 5.57 0.65
H: -1.04 4.10 0.70
H: 0.16 4.34 -0.60
H: 0.05 2.14 2.09
H: 1.57 1.58 -0.17
H: 0.09 2.24 -0.38
C: 1.37 -0.73 0.32
Ge: 3.32 -0.34 0.24
C: 3.77 0.90 1.63
C: 3.01 0.98 2.79
C: 3.39 1.81 3.84
C: 4.54 2.58 3.72
C: 5.32 2.51 2.57
C: 4.94 1.67 1.53
C: 3.45 0.34 -1.54
C: 3.16 -0.49 -2.63
C: 3.28 -0.03 -3.93
C: 3.69 1.28 -4.16
C: 3.96 2.13 -3.09
C: 3.84 1.66 -1.79
C: 4.32 -1.96 0.54
C: 4.98 -2.63 -0.50
C: 5.72 -3.78 -0.24
C: 5.81 -4.27 1.06
C: 5.17 -3.60 2.10
C: 4.43 -2.45 1.84
H: 2.09 0.40 2.88
H: 2.79 1.86 4.74
H: 4.84 3.24 4.53
H: 6.22 3.11 2.48
H: 5.57 1.60 0.64
H: 2.83 -1.52 -2.46
H: 3.06 -0.68 -4.77
H: 3.80 1.65 -5.18
H: 4.27 3.15 -3.28
H: 4.05 2.34 -0.96
H: 4.94 -2.24 -1.52
H: 6.23 -4.29 -1.05
H: 6.39 -5.16 1.26
H: 5.25 -3.98 3.12
H: 3.95 -1.93 2.67

Properties
- 2S+1 = 1
- frontier orbital gap (eV) = 7.707
- net charge = +1
- electronic energy (eV) = -140310.3553